--- a ---
{"formula": "C5H14N2O", "method": "wB97M-V/def2-TZVPD", "lumo_energy_ev": -4.00, "homo_energy_ev": -7.46, "orbital_gap_ev": 3.464, "symbols": ["N", "C", "C", "C", "O", "C", "N", "C", "H", "H", "H", "H", "H", "H", "H", "H", "H", "H", "H", "H", "H", "H"], "coordinates": [[1.826, -0.240, 0.123], [0.501, -0.135, 0.554], [-0.227, 1.104, 0.022], [0.269, 2.382, 0.725], [2.351, 1.558, -1.590], [-0.307, -1.404, 0.120], [-1.575, -1.375, 0.686], [-2.456, -2.313, -0.007], [2.220, 0.587, -0.377], [2.159, -1.127, -0.215], [0.379, -0.199, 1.671], [-1.308, 0.963, -0.032], [-0.221, 2.599, 1.682], [1.354, 2.259, 0.770], [-0.002, 3.253, 0.121], [0.163, 1.207, -1.009], [-0.370, -1.381, -0.995], [0.291, -2.249, 0.515], [2.942, 2.070, -2.119], [-3.031, -1.780, -0.779], [-1.883, -3.001, -0.624], [-3.076, -2.778, 0.756]]}

--- b ---
{"formula": "C5H14N2O", "method": "wB97M-V/def2-TZVPD", "lumo_energy_ev": 0.93, "smiles": "C/C=C/N.CNCO", "homo_energy_ev": -7.97, "orbital_gap_ev": 8.899, "symbols": ["C", "C", "C", "N", "H", "H", "H", "H", "H", "H", "H", "C", "N", "C", "O", "H", "H", "H", "H", "H", "H", "H"], "coordinates": [[-1.218, 1.911, -1.611], [-1.474, 0.444, -1.256], [-2.017, -0.499, -2.046], [-2.235, -1.820, -1.704], [-1.667, 2.111, -2.603], [-1.598, 2.599, -0.846], [-0.157, 2.035, -1.831], [-0.990, 0.124, -0.332], [-2.362, -0.187, -3.033], [-3.162, -2.200, -1.906], [-2.009, -1.973, -0.732], [2.419, 1.139, 0.390], [1.709, -0.077, 0.841], [1.536, -0.084, 2.277], [0.840, -1.240, 2.720], [2.043, 1.997, 0.957], [2.214, 1.422, -0.659], [3.510, 1.179, 0.564], [2.185, -0.916, 0.635], [2.485, -0.076, 2.850], [0.940, 0.881, 2.540], [0.055, -1.266, 2.156]]}

--- c ---
{"formula": "C5H14N2O", "method": "wB97M-V/def2-TZVPD", "lumo_energy_ev": 0.87, "smiles": "C=CC[C@H](N)CN.O", "homo_energy_ev": -9.21, "orbital_gap_ev": 10.077, "symbols": ["C", "C", "C", "C", "N", "C", "N", "H", "H", "H", "H", "H", "H", "H", "H", "H", "H", "H", "H", "O", "H", "H"], "coordinates": [[1.051, -1.078, 2.164], [-0.223, -0.752, 1.860], [-0.545, 0.329, 0.796], [0.520, 0.729, -0.171], [1.255, 2.024, 0.269], [-0.326, 1.332, -1.522], [-0.664, 0.081, -2.229], [2.020, -0.776, 1.793], [1.357, -1.842, 2.910], [-1.113, -1.325, 2.019], [-1.524, 0.087, 0.605], [-0.767, 1.352, 1.313], [1.183, -0.103, -0.435], [1.991, 2.162, -0.334], [1.699, 1.763, 1.215], [0.252, 1.908, -2.082], [-1.174, 1.926, -1.204], [-1.102, 0.327, -3.126], [-1.662, -0.289, -1.741], [-0.773, -2.826, -0.456], [-1.034, -1.940, -0.312], [-0.420, -3.087, -1.332]]}

--- d ---
{"formula": "C5H14N2O", "method": "wB97M-V/def2-TZVPD", "lumo_energy_ev": [0.13, 0.13], "homo_energy_ev": [-5.83, -5.83], "orbital_gap_ev": [5.961, 5.964], "symbols": ["C", "N", "C", "N", "C", "O", "H", "H", "H", "H", "H", "H", "H", "H", "C", "C", "H", "H", "H", "H", "H", "H"], "coordinates": [[0.793, 0.600, -1.352], [-0.249, -0.084, -0.590], [-1.631, 1.229, -0.337], [-0.910, -1.128, -1.287], [-2.624, 0.968, 0.511], [-1.328, 2.451, -0.830], [-1.870, 3.142, -0.408], [-1.889, -0.879, -1.395], [-0.797, -1.981, -0.752], [0.331, 1.160, -2.164], [1.524, -0.123, -1.706], [1.281, 1.312, -0.691], [-2.796, -0.027, 0.896], [-3.298, 1.745, 0.866], [2.224, -0.705, 1.557], [1.318, -1.558, 0.710], [3.007, -1.284, 2.066], [1.652, -0.188, 2.333], [2.722, 0.054, 0.948], [0.715, -2.277, 1.265], [1.817, -2.034, -0.130], [0.008, -0.393, 0.488]]}

Which is less stable than every other structure shown? a is.